Here is a structure of composition C40H42BHfN8O4P at a distorted geometry from the OMol25 dataset. Energies are from ωB97M-V/def2-TZVPD.

CARTESIAN COORDINATES (ANGSTROEM)
1 Hf 0.47 0.64 -0.66
2 C 1.45 3.25 2.29
3 C 0.07 2.76 2.02
4 C -1.03 2.99 2.83
5 C -2.12 2.46 2.17
6 C -3.55 2.43 2.58
7 N -1.68 1.94 1.01
8 N -0.32 2.09 0.90
9 B -2.47 1.60 -0.25
10 N -1.84 2.39 -1.44
11 N -0.50 2.31 -1.74
12 C -0.26 3.25 -2.67
13 C 1.10 3.51 -3.22
14 C -1.43 3.93 -2.98
15 C -2.41 3.36 -2.18
16 C -3.86 3.70 -2.09
17 N -2.40 0.07 -0.58
18 N -1.42 -0.40 -1.43
19 C -1.94 -1.46 -2.07
20 C -1.31 -2.17 -3.22
21 C -3.22 -1.72 -1.60
22 C -3.49 -0.73 -0.67
23 C -4.73 -0.49 0.11
24 H 1.38 4.15 2.89
25 H 1.97 3.50 1.37
26 H 2.04 2.52 2.83
27 H -1.04 3.51 3.76
28 H -3.68 2.98 3.51
29 H -3.88 1.41 2.73
30 H -4.19 2.89 1.83
31 H -3.60 1.92 -0.12
32 H 1.89 3.28 -2.50
33 H 1.20 4.57 -3.47
34 H 1.28 2.96 -4.14
35 H -1.55 4.73 -3.67
36 H -4.11 4.42 -2.86
37 H -4.09 4.14 -1.12
38 H -4.48 2.82 -2.22
39 H -0.54 -1.58 -3.71
40 H -2.08 -2.36 -3.96
41 H -0.90 -3.14 -2.92
42 H -3.88 -2.49 -1.93
43 H -5.39 -1.35 0.03
44 H -5.26 0.39 -0.25
45 H -4.50 -0.33 1.16
46 O 2.05 0.35 -5.02
47 C 1.85 0.45 -3.73
48 O 0.76 0.33 -3.18
49 C 3.05 0.72 -2.91
50 C 4.34 0.85 -3.40
51 C 5.36 1.12 -2.49
52 C 5.05 1.23 -1.15
53 C 3.72 1.08 -0.75
54 N 2.74 0.84 -1.61
55 C 3.27 1.13 0.68
56 O 4.02 1.29 1.60
57 O 1.97 0.95 0.75
58 H 1.20 0.21 -5.49
59 H 4.53 0.75 -4.46
60 H 6.38 1.24 -2.84
61 H 5.79 1.43 -0.39
62 N 1.27 -1.79 -1.52
63 C 0.77 -3.04 -0.97
64 C 0.89 -4.24 -1.66
65 C 0.37 -5.39 -1.10
66 C -0.24 -5.36 0.15
67 C -0.32 -4.17 0.85
68 C 0.17 -3.00 0.28
69 P 0.47 -1.44 1.13
70 C 2.04 -1.81 1.97
71 C 2.07 -2.22 3.30
72 C 3.27 -2.60 3.89
73 C 4.45 -2.58 3.16
74 C 4.42 -2.17 1.83
75 C 3.23 -1.80 1.24
76 C -0.76 -1.22 2.44
77 C -0.49 -0.39 3.53
78 C -1.44 -0.20 4.52
79 C -2.67 -0.82 4.43
80 C -2.97 -1.61 3.33
81 C -2.02 -1.81 2.33
82 H 2.28 -1.83 -1.60
83 H 0.91 -1.74 -2.49
84 H 1.37 -4.26 -2.62
85 H 0.45 -6.33 -1.63
86 H -0.63 -6.26 0.58
87 H -0.75 -4.15 1.84
88 H 1.17 -2.27 3.89
89 H 3.28 -2.92 4.92
90 H 5.38 -2.87 3.62
91 H 5.34 -2.15 1.25
92 H 3.24 -1.47 0.20
93 H 0.48 0.10 3.62
94 H -1.21 0.42 5.37
95 H -3.40 -0.69 5.21
96 H -3.93 -2.10 3.25
97 H -2.26 -2.43 1.48

Summary:
LUMO = -6.42 eV
Net charge = +2
Energy relative to the best compared isomer or geometry (same formula, charge and spin) = 111.58 kJ/mol
Highest occupied orbital energy = -13.52 eV
Orbital gap = 0.26093 hartree
M = 919.10 g/mol

---

Here is a cluster of 12 separate species, C33H58N13O25PS in total at a distorted geometry from the OMol25 dataset. Energies are from ωB97M-V/def2-TZVPD.

CARTESIAN COORDINATES (ANGSTROEM)
1 C 2.36 1.48 1.38
2 C 1.75 2.28 0.23
3 P 0.29 1.37 -0.43
4 C 1.07 -0.21 -0.97
5 C 1.16 -1.25 0.19
6 C -0.15 2.24 -1.99
7 C 0.68 3.24 -2.51
8 C 0.36 3.94 -3.68
9 C -0.83 3.67 -4.33
10 C -1.68 2.69 -3.81
11 C -1.36 1.97 -2.66
12 C -2.29 0.93 -2.19
13 O -1.88 -0.04 -1.59
14 C -3.74 1.14 -2.49
15 C -4.76 0.62 -1.68
16 C -4.47 -0.21 -0.45
17 C -4.52 0.51 0.89
18 O -4.69 -0.15 1.88
19 N -4.27 1.90 0.92
20 C -5.47 2.70 0.62
21 C -3.78 2.27 2.28
22 C -6.09 0.87 -2.05
23 S -7.51 0.20 -1.22
24 C -6.40 1.64 -3.17
25 C -5.39 2.16 -3.97
26 N -5.73 2.97 -5.08
27 C -4.06 1.89 -3.64
28 C -2.97 2.42 -4.50
29 O -3.10 2.62 -5.68
30 H 3.11 2.07 1.90
31 H 2.88 0.63 0.97
32 H 1.57 1.16 2.05
33 H 2.53 2.43 -0.53
34 H 1.47 3.27 0.58
35 H 0.44 -0.63 -1.73
36 H 2.05 -0.04 -1.42
37 H 2.21 -1.43 0.41
38 H 0.72 -0.82 1.08
39 H 0.65 -2.17 -0.07
40 H 1.62 3.48 -2.03
41 H 1.04 4.68 -4.05
42 H -1.11 4.19 -5.23
43 H -5.25 -0.97 -0.41
44 H -3.53 -0.73 -0.49
45 H -5.52 2.95 -0.44
46 H -5.39 3.64 1.15
47 H -6.38 2.23 0.97
48 H -3.14 1.50 2.69
49 H -4.60 2.45 2.97
50 H -3.19 3.18 2.16
51 H -7.05 -0.03 0.01
52 H -7.43 1.83 -3.41
53 H -6.74 2.98 -5.19
54 H -5.34 2.57 -5.93
55 C -1.19 -0.73 4.16
56 N 0.07 0.03 4.00
57 O 1.13 -0.58 4.02
58 O -0.03 1.23 3.84
59 H -0.95 -1.78 4.29
60 H -1.71 -0.34 5.03
61 H -1.78 -0.56 3.27
62 C -9.47 3.13 3.28
63 N -8.19 3.77 2.88
64 O -7.15 3.22 3.19
65 O -8.27 4.80 2.24
66 H -9.24 2.22 3.83
67 H -10.01 3.84 3.90
68 H -10.02 2.92 2.37
69 C 6.87 0.92 0.14
70 N 5.57 0.26 -0.17
71 O 5.11 -0.50 0.65
72 O 5.05 0.53 -1.23
73 H 7.20 0.58 1.12
74 H 7.57 0.65 -0.64
75 H 6.70 1.99 0.14
76 C 3.53 1.00 5.29
77 N 4.94 1.27 5.67
78 O 5.67 1.76 4.83
79 O 5.27 0.99 6.81
80 H 3.38 1.29 4.26
81 H 3.35 -0.07 5.41
82 H 2.89 1.57 5.96
83 C 5.11 -3.42 -1.06
84 N 5.34 -4.88 -0.99
85 O 6.40 -5.31 -1.42
86 O 4.46 -5.55 -0.51
87 H 5.99 -2.95 -1.50
88 H 4.23 -3.25 -1.66
89 H 4.96 -3.06 -0.04
90 C 6.03 2.29 -3.89
91 N 7.45 2.56 -3.57
92 O 8.15 3.05 -4.43
93 O 7.83 2.28 -2.45
94 H 5.84 2.59 -4.91
95 H 5.86 1.22 -3.75
96 H 5.42 2.86 -3.19
97 C 1.78 -7.60 -2.51
98 N 1.17 -6.27 -2.25
99 O 0.17 -6.23 -1.58
100 O 1.74 -5.31 -2.73
101 H 1.18 -8.36 -2.02
102 H 1.80 -7.75 -3.58
103 H 2.79 -7.58 -2.10
104 C 8.61 -5.82 1.37
105 N 7.99 -4.48 1.61
106 O 6.98 -4.43 2.27
107 O 8.55 -3.53 1.12
108 H 8.00 -6.57 1.87
109 H 8.63 -5.97 0.30
110 H 9.62 -5.80 1.78
111 C -5.98 0.01 6.05
112 N -4.60 -0.41 5.66
113 O -4.22 -1.50 6.03
114 O -3.96 0.37 4.99
115 H -6.43 -0.78 6.64
116 H -5.88 0.93 6.62
117 H -6.53 0.19 5.13
118 C -8.72 4.79 -1.24
119 N -10.11 4.26 -1.33
120 O -10.57 3.72 -0.36
121 O -10.68 4.41 -2.39
122 H -8.35 4.58 -0.24
123 H -8.13 4.29 -1.99
124 H -8.76 5.86 -1.43
125 C 8.92 -7.39 -2.79
126 N 10.19 -7.19 -2.04
127 O 10.29 -6.18 -1.37
128 O 11.04 -8.05 -2.15
129 H 8.27 -6.55 -2.58
130 H 9.16 -7.46 -3.84
131 H 8.48 -8.32 -2.43

Summary:
LUMO = -0.88 eV
SMILES string = CCP(CC)c1cccc2c1C(=O)c1c(CC(=O)N(C)C)c(S)cc(N)c1C2=O.C[N+](=O)[O-].C[N+](=O)[O-].C[N+](=O)[O-].C[N+](=O)[O-].C[N+](=O)[O-].C[N+](=O)[O-].C[N+](=O)[O-].C[N+](=O)[O-].C[N+](=O)[O-].C[N+](=O)[O-].C[N+](=O)[O-]
Highest occupied orbital energy = -8.02 eV
Orbital gap = 0.26244 hartree
M = 1099.93 g/mol

---

Here is a cluster of 3 separate species, C4H11NO2 in total at a distorted geometry from the OMol25 dataset. Energies are from ωB97M-V/def2-TZVPD.

CARTESIAN COORDINATES (ANGSTROEM)
1 C -0.07 0.26 2.23
2 C 0.43 0.44 0.79
3 C 0.55 -0.59 -0.05
4 N 1.25 -0.37 -1.26
5 C 0.39 -0.37 -2.30
6 H -0.63 -0.68 2.43
7 H -0.71 1.10 2.52
8 H 0.74 0.05 2.95
9 H 0.61 1.47 0.59
10 H 0.10 -1.56 0.08
11 H -0.63 -0.69 -2.11
12 H 0.65 -0.15 -3.32
13 H -2.01 -2.71 1.03
14 H -2.54 -2.26 -0.32
15 O -1.79 -2.15 0.27
16 H 1.03 2.44 -1.86
17 H 1.44 2.63 -0.45
18 O 1.17 3.15 -1.22

Summary:
LUMO (spin up / spin down) = 3.49 / 3.29 eV
Spin multiplicity = 2
Net charge = -1
Energy relative to the best compared isomer or geometry (same formula, charge and spin) = 272.44 kJ/mol
Highest occupied orbital energy (spin up / spin down) = 0.24 / -3.44 eV
Orbital gap (spin up / spin down) = 0.11939 / 0.24734 hartree
M = 105.14 g/mol

---

Here is a cluster of 2 separate species, H4OS in total from the OMol25 dataset. Energies are from ωB97M-V/def2-TZVPD.

CARTESIAN COORDINATES (ANGSTROEM)
1 S 0.75 1.46 -2.28
2 H -0.11 1.20 -1.29
3 H 1.34 0.27 -2.21
4 H -0.76 -1.76 1.90
5 H -0.67 -0.28 2.31
6 O -0.54 -0.89 1.57

Summary:
LUMO = 0.76 eV
SMILES string = O.S
Energy relative to the best compared isomer or geometry (same formula, charge and spin) = 6.57 kJ/mol
Highest occupied orbital energy = -9.57 eV
Orbital gap = 0.37984 hartree
M = 52.10 g/mol

---

Here is the molecule C5H9N at a distorted geometry from the OMol25 dataset. Energies are from ωB97M-V/def2-TZVPD.

CARTESIAN COORDINATES (ANGSTROEM)
1 C 1.30 -0.69 -0.26
2 C 0.06 0.04 0.21
3 C 0.00 1.50 -0.15
4 C -1.20 -0.67 -0.36
5 C 0.21 0.06 1.80
6 N -0.61 -0.67 2.20
7 H 2.20 -0.21 0.13
8 H 1.29 -1.73 0.09
9 H 1.32 -0.70 -1.35
10 H 0.91 2.01 0.20
11 H -0.87 1.98 0.32
12 H -0.09 1.60 -1.23
13 H -1.22 -1.74 -0.16
14 H -1.17 -0.53 -1.45
15 H -2.13 -0.24 0.00

Summary:
LUMO = 0.23 eV
SMILES string = CC(C)(C)C#N
Energy relative to the best compared isomer or geometry (same formula, charge and spin) = 186.18 kJ/mol
Highest occupied orbital energy = -10.99 eV
Orbital gap = 0.41241 hartree
M = 83.13 g/mol

---

Here is a cluster of 2 separate species, C5H14 in total at a distorted geometry from the OMol25 dataset. Energies are from ωB97M-V/def2-TZVPD.

CARTESIAN COORDINATES (ANGSTROEM)
1 C -1.87 0.21 -1.08
2 C -1.30 0.09 -2.50
3 H -1.40 0.97 -0.46
4 H -2.94 0.41 -1.10
5 H -1.76 -0.76 -0.60
6 H -1.95 -0.54 -3.12
7 H -1.44 1.05 -3.02
8 H -0.24 -0.14 -2.45
9 C 1.38 0.06 0.74
10 C 1.07 -1.37 1.15
11 C 1.10 1.04 1.91
12 H 2.41 0.21 0.44
13 H 0.78 0.33 -0.13
14 H 0.43 -1.50 2.02
15 H 1.55 1.99 1.64
16 H 0.05 1.28 2.03
17 H 2.03 -1.87 1.39
18 H 0.71 -1.97 0.31
19 H 1.38 0.52 2.81

Summary:
LUMO = 1.15 eV
SMILES string = CCC.CC
Energy relative to the best compared isomer or geometry (same formula, charge and spin) = 46.14 kJ/mol
Highest occupied orbital energy = -11.15 eV
Orbital gap = 0.45187 hartree
M = 74.17 g/mol

---

Here is a structure of composition C40H44AsN5PPdS from the OMol25 dataset. Energies are from ωB97M-V/def2-TZVPD.

CARTESIAN COORDINATES (ANGSTROEM)
1 Pd -0.56 0.08 -0.63
2 C 0.61 1.98 -2.92
3 N -0.22 0.78 -2.82
4 C -1.55 0.97 -3.45
5 C -2.61 1.23 -2.42
6 N -2.56 0.71 -1.20
7 C -3.82 0.94 -0.63
8 C -4.42 0.44 0.52
9 C -5.72 0.82 0.78
10 C -6.43 1.66 -0.09
11 C -5.87 2.10 -1.28
12 C -4.57 1.71 -1.53
13 N -3.76 1.87 -2.65
14 C 0.44 2.79 -1.69
15 N -0.07 2.35 -0.55
16 C -0.06 3.50 0.28
17 C -0.61 3.76 1.54
18 C -0.45 5.02 2.09
19 C 0.23 6.04 1.41
20 C 0.71 5.84 0.14
21 C 0.54 4.57 -0.40
22 N 0.82 4.08 -1.66
23 H 0.37 2.57 -3.81
24 H 1.66 1.68 -3.04
25 H 0.26 0.02 -3.30
26 H -1.83 0.05 -3.96
27 H -1.52 1.76 -4.20
28 H -3.92 -0.29 1.14
29 H -6.23 0.44 1.66
30 H -7.45 1.94 0.15
31 H -6.44 2.70 -1.98
32 H -4.03 2.30 -3.52
33 H -1.21 3.03 2.02
34 H -0.88 5.23 3.06
35 H 0.33 7.01 1.87
36 H 1.18 6.63 -0.43
37 H 1.22 4.59 -2.43
38 S -1.44 -1.68 -1.74
39 C -0.34 -3.05 -1.90
40 C -0.82 -4.15 -2.60
41 C -0.02 -5.27 -2.70
42 C 1.24 -5.31 -2.10
43 C 1.71 -4.22 -1.39
44 C 0.92 -3.07 -1.32
45 As 1.50 -1.47 -0.46
46 C 2.91 -0.60 -1.44
47 C 3.03 0.78 -1.52
48 C 4.11 1.34 -2.19
49 C 5.06 0.52 -2.78
50 C 4.95 -0.86 -2.68
51 C 3.88 -1.43 -2.00
52 C 2.45 -2.14 1.07
53 C 3.63 -1.53 1.49
54 C 4.33 -2.04 2.57
55 C 3.84 -3.16 3.24
56 C 2.68 -3.79 2.82
57 C 1.98 -3.28 1.73
58 H -1.81 -4.16 -3.04
59 H -0.38 -6.13 -3.24
60 H 1.84 -6.20 -2.17
61 H 2.68 -4.26 -0.90
62 H 2.32 1.41 -0.99
63 H 4.22 2.41 -2.23
64 H 5.90 0.96 -3.30
65 H 5.71 -1.50 -3.12
66 H 3.82 -2.51 -1.93
67 H 4.03 -0.67 0.96
68 H 5.25 -1.58 2.89
69 H 4.39 -3.56 4.09
70 H 2.33 -4.68 3.32
71 H 1.09 -3.79 1.39
72 C -2.27 0.02 4.13
73 C -1.95 0.63 2.75
74 P -0.83 -0.44 1.74
75 C 0.74 -0.11 2.65
76 C 1.71 0.93 2.10
77 C -1.37 -2.15 2.15
78 C -1.90 -3.18 1.16
79 H -2.68 0.82 4.74
80 H -1.40 -0.38 4.65
81 H -3.04 -0.75 4.09
82 H -1.38 1.53 2.94
83 H -2.87 0.90 2.24
84 H 1.22 -1.06 2.85
85 H 0.37 0.24 3.62
86 H 2.73 0.66 2.39
87 H 1.51 1.92 2.52
88 H 1.68 1.03 1.02
89 H -2.17 -1.97 2.87
90 H -0.53 -2.54 2.73
91 H -2.60 -2.74 0.45
92 H -2.44 -3.93 1.74
93 H -1.11 -3.69 0.61

Summary:
LUMO (spin up / spin down) = -10.23 / -10.22 eV
Net charge = +3
Energy relative to the best compared isomer or geometry (same formula, charge and spin) = 176.40 kJ/mol
Highest occupied orbital energy (spin up / spin down) = -16.06 / -16.06 eV
Orbital gap (spin up / spin down) = 0.21456 / 0.21458 hartree
M = 839.21 g/mol